DFT (ωB97M-V with the def2-TZVPD basis set) results for a 5-piece molecular cluster, C38H55F13N2O20PS overall.

Atoms and positions in Å:
C (-0.388, -4.618, 3.134)
O (-1.459, -4.866, 2.202)
C (-0.944, -5.147, 0.858)
C (-1.749, -4.206, -0.137)
C (-0.857, -3.255, -1.039)
C (0.150, -2.317, -0.242)
C (-0.350, -0.824, 0.003)
C (-0.843, 0.004, -1.270)
C (-0.255, -0.476, -2.665)
C (-0.006, 0.720, -3.687)
F (-1.299, 1.222, -3.988)
F (0.699, 1.790, -3.138)
C (0.644, 0.199, -5.064)
F (-0.408, -0.507, -5.697)
F (1.644, -0.750, -4.852)
C (1.052, 1.357, -6.063)
F (1.281, 0.802, -7.333)
F (0.030, 2.290, -6.249)
C (2.363, 2.176, -5.677)
F (3.103, 1.650, -4.640)
F (1.974, 3.481, -5.274)
F (3.246, 2.371, -6.772)
N (-1.376, -1.029, 1.117)
N (-2.754, -1.135, 0.729)
C (-1.294, -0.097, 2.327)
C (-2.633, 0.403, 2.989)
C (-2.347, 0.868, 4.493)
O (-1.579, 0.291, 5.255)
O (-3.049, 2.009, 4.948)
C (-2.461, 2.514, 6.154)
C (-1.241, 3.534, 6.166)
O (-2.919, 2.200, 7.245)
C (-0.175, 0.924, 1.829)
S (-0.907, 2.492, 1.217)
C (-1.475, 3.518, 2.670)
O (0.006, 3.377, 0.450)
O (-2.146, 2.298, 0.381)
C (0.768, 0.022, 0.851)
C (1.593, -0.808, 1.983)
C (2.887, -1.550, 1.458)
C (3.406, -2.476, 2.675)
C (4.992, -2.736, 2.582)
O (5.305, -3.924, 3.348)
C (4.836, -3.812, 4.709)
P (2.035, 1.044, -0.182)
C (2.880, -0.030, -1.468)
O (3.181, 1.587, 0.984)
H (0.024, -3.561, 3.041)
H (0.426, -5.401, 3.030)
H (-0.835, -4.708, 4.178)
H (0.177, -5.025, 0.794)
H (-1.212, -6.239, 0.672)
H (-2.556, -3.685, 0.455)
H (-2.303, -4.899, -0.855)
H (-1.566, -2.676, -1.715)
H (-0.252, -3.917, -1.741)
H (1.098, -2.244, -0.869)
H (0.455, -2.867, 0.695)
H (-0.602, 1.114, -1.182)
H (-1.974, -0.019, -1.391)
H (0.652, -1.138, -2.624)
H (-1.068, -1.100, -3.164)
H (-1.249, -1.945, 1.594)
H (-3.166, -1.827, 1.372)
H (-2.847, -1.533, -0.213)
H (-0.887, -0.781, 3.146)
H (-3.142, 1.270, 2.484)
H (-3.428, -0.406, 3.103)
H (-0.342, 3.017, 5.709)
H (-0.988, 3.824, 7.226)
H (-1.442, 4.439, 5.505)
H (0.303, 1.239, 2.817)
H (-2.582, 3.400, 2.843)
H (-0.832, 3.204, 3.542)
H (-1.236, 4.600, 2.437)
H (0.952, -1.633, 2.449)
H (1.935, -0.128, 2.828)
H (3.757, -0.884, 1.195)
H (2.724, -2.256, 0.595)
H (2.826, -3.437, 2.773)
H (3.231, -1.850, 3.609)
H (5.590, -1.852, 2.971)
H (5.243, -2.965, 1.496)
H (5.491, -4.422, 5.405)
H (4.828, -2.739, 5.067)
H (3.783, -4.248, 4.782)
H (3.973, 0.300, -1.504)
H (2.907, -1.139, -1.242)
H (2.484, 0.087, -2.513)
H (2.869, 2.504, 1.165)
C (-1.392, -2.276, -8.314)
C (-1.270, -3.722, -8.684)
O (-2.497, -4.269, -8.243)
C (-3.405, -3.252, -8.322)
O (-4.586, -3.402, -8.286)
O (-2.788, -2.042, -8.451)
F (-0.261, -4.318, -8.003)
H (-1.092, -2.081, -7.282)
H (-0.819, -1.626, -8.975)
H (-1.151, -3.905, -9.755)
C (5.157, 5.015, -5.550)
C (4.692, 6.399, -5.892)
O (5.886, 7.054, -6.265)
C (6.700, 6.081, -6.770)
O (7.673, 6.292, -7.423)
O (6.253, 4.836, -6.438)
F (4.177, 7.023, -4.805)
H (5.509, 4.932, -4.519)
H (4.389, 4.263, -5.720)
H (3.975, 6.443, -6.716)
C (-4.765, 2.221, -3.140)
C (-4.630, 0.776, -3.516)
O (-5.844, 0.213, -3.069)
C (-6.766, 1.220, -3.138)
O (-7.944, 1.055, -3.095)
O (-6.165, 2.437, -3.268)
F (-3.606, 0.187, -2.841)
H (-4.459, 2.416, -2.109)
H (-4.204, 2.879, -3.804)
H (-4.516, 0.598, -4.588)
C (-2.465, 1.553, 10.736)
C (-2.012, 0.170, 11.093)
O (-0.605, 0.261, 10.996)
C (-0.296, 1.559, 11.284)
O (0.798, 1.944, 11.558)
O (-1.398, 2.359, 11.224)
F (-2.451, -0.738, 10.188)
H (-2.563, 1.698, 9.657)
H (-3.408, 1.819, 11.213)
H (-2.291, -0.149, 12.101)

Summary:
Electronic energy, eV: -139665.870
Molar mass, u: 1169.867
Charge: +1

Results of the Löwdin charge analysis, in e, for atoms 1 through 5: -0.11 -0.23 -0.19 -0.16 -0.16



DFT (ωB97M-V with the def2-TZVPD basis set) results for a 2-piece molecular cluster, C3H13N2 overall.

Atoms and positions in Å:
C (-1.375, -0.308, 2.023)
N (-0.978, 0.865, 1.347)
H (-2.149, -0.235, 2.704)
H (-1.558, -1.185, 1.429)
H (-0.399, -0.689, 2.608)
H (-0.586, 1.577, 1.935)
H (-1.785, 1.246, 0.802)
H (0.488, 0.545, 0.185)
C (2.034, 0.274, -1.155)
N (0.502, 0.362, -0.925)
C (-0.265, -0.827, -1.368)
H (2.614, -0.132, -0.256)
H (2.234, -0.448, -2.034)
H (2.372, 1.298, -1.499)
H (0.264, 1.225, -1.318)
H (0.152, -1.829, -1.147)
H (-0.328, -0.865, -2.475)
H (-1.235, -0.875, -0.856)

Summary:
Electronic energy, eV: -6297.228
Multiplicity: 2
Expectation value of S²: 0.751
Molar mass, u: 77.151
ΔE to the lowest compared entry with this formula, charge and spin, kcal/mol: 44.1

Results of the Löwdin charge analysis, in e, for atoms 1 through 5: -0.25 -0.13 0.03 0.04 0.11